{"formula": "C46H39ClIrN4O4P2S", "method": "ωB97M-V/def2-TZVPD", "charge": 2, "multiplicity": 6, "mol_weight_da": 1033.53, "fmax_ev_per_a": 0.87, "relative_energy_kcal_mol": 29.0, "s2": 8.764, "symbols": ["Ir", "Cl", "C", "C", "C", "C", "C", "C", "P", "C", "C", "C", "C", "C", "C", "C", "C", "C", "C", "C", "C", "H", "H", "H", "H", "H", "H", "H", "H", "H", "H", "H", "H", "H", "H", "O", "S", "O", "O", "C", "C", "C", "C", "C", "C", "P", "C", "C", "C", "C", "C", "C", "C", "C", "C", "C", "C", "C", "H", "H", "H", "H", "H", "H", "H", "H", "H", "H", "H", "H", "H", "H", "O", "C", "C", "C", "C", "C", "C", "N", "H", "H", "H", "H", "H", "H", "H", "H", "H", "H", "H", "N", "C", "C", "C", "N", "C", "N"], "xyz": [[-0.04910, 0.10114, 0.43263], [0.80089, 0.86660, 2.87531], [0.10501, -0.25184, 4.03099], [0.50142, -0.11160, 5.34822], [-0.03141, -0.96948, 6.29827], [-0.94214, -1.95094, 5.92955], [-1.32212, -2.07982, 4.60518], [-0.80537, -1.22312, 3.62808], [-1.33120, -1.38803, 1.90583], [-2.97563, -0.63082, 1.76645], [-3.64723, -0.17825, 2.89154], [-4.82183, 0.56347, 2.77778], [-5.32716, 0.88157, 1.52129], [-4.66591, 0.46047, 0.38706], [-3.49728, -0.29876, 0.50202], [-1.54913, -3.16238, 1.68973], [-0.50910, -4.00522, 2.08357], [-0.67260, -5.37715, 2.02434], [-1.86299, -5.91381, 1.54732], [-2.89140, -5.07893, 1.13756], [-2.74248, -3.70041, 1.21620], [1.21103, 0.65638, 5.62382], [0.27276, -0.86918, 7.33148], [-1.35279, -2.61911, 6.67412], [-2.02703, -2.85052, 4.31876], [-3.24718, -0.38182, 3.87557], [-5.32775, 0.90417, 3.67087], [-6.23846, 1.45621, 1.42789], [-5.04835, 0.70016, -0.59712], [-2.18275, -1.45497, -0.70014], [0.41809, -3.58734, 2.46262], [0.12648, -6.03076, 2.34893], [-1.99265, -6.98725, 1.50586], [-3.82129, -5.49816, 0.77711], [-3.56690, -3.05847, 0.93005], [0.42125, 3.01256, 0.71785], [-1.00473, 2.70933, -0.11990], [-1.57915, 1.75077, 0.88683], [-0.51175, 1.77787, -1.19968], [1.46353, 3.52076, -0.05537], [1.64507, 4.88825, -0.12112], [2.64811, 5.39572, -0.93306], [3.43517, 4.53919, -1.68975], [3.23995, 3.16866, -1.61985], [2.26898, 2.63530, -0.77167], [2.08939, 0.83018, -0.63877], [2.38753, 0.25932, -2.32847], [3.61487, -0.30086, -2.68320], [3.85539, -0.65613, -4.00320], [2.87320, -0.46788, -4.96563], [1.64728, 0.08252, -4.61231], [1.40049, 0.44883, -3.29905], [3.45055, 0.25124, 0.40975], [4.68933, 0.89411, 0.42450], [5.71083, 0.41970, 1.23300], [5.50532, -0.69134, 2.03918], [4.27465, -1.33380, 2.03732], [3.25529, -0.86297, 1.22574], [0.99551, 5.53849, 0.44981], [2.80019, 6.46487, -0.99186], [4.19841, 4.93845, -2.34363], [3.84123, 2.51063, -2.23506], [4.38516, -0.45749, -1.93809], [4.81385, -1.07646, -4.27913], [3.06418, -0.74595, -5.99384], [0.88395, 0.23781, -5.36366], [0.45180, 0.89776, -3.03748], [4.85968, 1.77464, -0.18024], [6.66811, 0.92351, 1.23675], [6.30409, -1.05367, 2.67266], [4.10985, -2.19557, 2.67109], [2.29827, -1.37792, 1.22100], [-0.07171, -2.17530, -0.74304], [0.66581, -3.16177, -0.92267], [2.14845, -3.08956, -1.14614], [2.39668, -3.71590, -2.54336], [1.23353, -3.54130, -3.54885], [0.14070, -4.63042, -3.51578], [-0.73720, -4.61587, -2.25601], [0.14577, -4.40111, -1.09092], [2.70016, -3.62181, -0.36713], [2.45599, -2.04980, -1.12634], [2.61237, -4.78190, -2.43419], [3.30076, -3.26579, -2.95241], [1.65755, -3.53680, -4.55307], [0.77484, -2.55309, -3.42016], [0.61526, -5.61169, -3.61316], [-0.50512, -4.50576, -4.38404], [-1.25446, -5.56368, -2.12218], [-1.48170, -3.82366, -2.28574], [0.87259, -5.10589, -1.08770], [-2.80830, -0.64204, -0.68150], [-2.83937, 0.17048, -1.73194], [-2.56266, 0.08706, -3.03673], [-2.55970, -1.18233, -3.70498], [-2.55193, -2.20881, -4.22115], [-2.25246, 1.26499, -3.79361], [-1.95876, 2.18687, -4.41338]]}

{"formula": "C46H39FFeI2N6O9PS", "method": "ωB97M-V/def2-TZVPD", "multiplicity": 6, "mol_weight_da": 1211.54, "fmax_ev_per_a": 0.62, "relative_energy_kcal_mol": 14.3, "s2": 8.801, "symbols": ["Fe", "I", "C", "C", "C", "I", "C", "C", "C", "C", "N", "C", "C", "O", "H", "H", "H", "H", "F", "C", "C", "N", "C", "C", "O", "O", "C", "O", "N", "C", "O", "H", "H", "H", "H", "C", "C", "N", "C", "C", "N", "C", "C", "H", "H", "H", "H", "H", "H", "H", "H", "H", "H", "H", "H", "O", "C", "N", "S", "O", "O", "C", "C", "C", "C", "C", "C", "H", "H", "H", "H", "O", "P", "C", "C", "C", "C", "C", "C", "C", "C", "C", "C", "C", "C", "C", "C", "C", "C", "C", "C", "H", "H", "H", "H", "H", "H", "H", "H", "H", "H", "H", "H", "H", "H", "H"], "xyz": [[0.03319, -0.16226, 0.76996], [4.29105, -1.16115, -1.92337], [2.62370, -2.31691, -2.24357], [2.58605, -3.23569, -3.27870], [1.45966, -4.00650, -3.51513], [1.51886, -5.31875, -5.11413], [0.30138, -3.90995, -2.67748], [-0.86741, -4.67771, -2.82637], [-1.89680, -4.50912, -1.93687], [-1.75539, -3.58379, -0.89437], [-0.67124, -2.84891, -0.73981], [0.32296, -2.99027, -1.61315], [1.48042, -2.10649, -1.39155], [1.46954, -1.20995, -0.53452], [3.44933, -3.34673, -3.91996], [-0.94306, -5.39553, -3.63192], [-2.80893, -5.08361, -2.01918], [-2.54905, -3.46101, -0.16547], [-8.21026, 0.51613, 0.58327], [-7.35804, -0.49226, 0.79917], [-6.08548, -0.26700, 1.13408], [-5.20090, -1.29145, 1.38177], [-3.80222, -0.97220, 1.62456], [-3.04757, -0.67935, 0.32427], [-3.63409, -0.64825, -0.74296], [-1.79312, -0.46818, 0.51102], [-5.54735, -2.60193, 1.16289], [-4.76301, -3.53399, 1.24847], [-6.87945, -2.80022, 0.85875], [-7.87137, -1.84477, 0.63855], [-9.00324, -2.15903, 0.34874], [-5.69018, 0.73470, 1.23062], [-3.33944, -1.81878, 2.12467], [-3.73223, -0.11296, 2.28704], [-7.15449, -3.76085, 0.72807], [0.07484, -1.31636, 3.63305], [0.74383, -2.08544, 4.79546], [1.98642, -2.71795, 4.35059], [1.67276, -3.64161, 3.26332], [0.98668, -2.89739, 2.09051], [0.88640, -1.45213, 2.39298], [2.25850, -0.93878, 2.64454], [2.88796, -1.67980, 3.84792], [-0.03309, -0.26076, 3.85296], [-0.92024, -1.70700, 3.41068], [0.08449, -2.86275, 5.18690], [0.98119, -1.41035, 5.61957], [1.02485, -4.42756, 3.65656], [2.60132, -4.11433, 2.93546], [-0.02149, -3.26951, 1.90710], [1.55670, -3.01159, 1.16914], [2.20093, 0.13578, 2.80977], [2.83369, -1.09961, 1.72871], [3.09386, -0.98626, 4.66520], [3.83341, -2.15031, 3.56896], [2.07221, 2.37700, 2.29317], [0.87139, 2.52952, 2.48864], [-0.08847, 1.58401, 2.29922], [-1.57680, 2.14707, 2.64616], [-2.17360, 1.38252, 3.71552], [-2.39240, 2.33041, 1.46950], [-1.05324, 3.73704, 3.21407], [-1.79658, 4.78565, 3.71802], [-1.10869, 5.95151, 4.03342], [0.26885, 6.04533, 3.84416], [0.99504, 4.97521, 3.33774], [0.30767, 3.81724, 3.02442], [-2.86629, 4.70379, 3.86081], [-1.65015, 6.79893, 4.43512], [0.77672, 6.96687, 4.10025], [2.06555, 5.02568, 3.18630], [0.90240, 1.39333, -0.23529], [1.21940, 2.39767, -1.29229], [2.98323, 2.41515, -1.62766], [3.83173, 2.26004, -0.53111], [5.20419, 2.25604, -0.72624], [5.72820, 2.40759, -2.00470], [4.88215, 2.56434, -3.09459], [3.50705, 2.56823, -2.90728], [0.33773, 2.06477, -2.82250], [-0.12866, 0.77204, -3.04809], [-0.81400, 0.47376, -4.21497], [-1.03011, 1.46556, -5.16148], [-0.57682, 2.75883, -4.93646], [0.09852, 3.06239, -3.76449], [0.74291, 4.05000, -0.77702], [-0.58863, 4.22775, -0.39825], [-1.01569, 5.46225, 0.06066], [-0.11957, 6.52120, 0.13821], [1.20471, 6.34664, -0.23592], [1.64032, 5.10960, -0.69130], [3.40940, 2.13203, 0.46216], [5.86627, 2.13415, 0.12203], [6.80117, 2.40536, -2.15209], [5.29215, 2.67481, -4.09026], [2.84573, 2.67165, -3.75910], [0.01271, 0.01565, -2.28521], [-1.19797, -0.52548, -4.37527], [-1.57235, 1.23510, -6.06941], [-0.76402, 3.53485, -5.66734], [0.42846, 4.07798, -3.57652], [-1.28258, 3.39508, -0.42492], [-2.04476, 5.59088, 0.37077], [-0.45462, 7.48448, 0.50265], [1.90288, 7.17119, -0.16705], [2.67814, 4.97152, -0.97025]]}